Molecular formula: C31H63BrF2N3OPSi
Method: DFT, the ωB97M-V functional and the def2-TZVPD basis

Each atom is followed by the atoms it is bonded to, with distances in Å.
Positions of all 103 atoms, in Å:
1 C 0.18 -1.29 1.50  Si2 1.965, H20 1.193, H21 1.170, H22 1.183
2 Si 0.95 -0.13 0.11  C1 1.965, C3 1.954, C4 1.949, C14 1.932
3 C 0.56 -1.04 -1.57  Si2 1.954, H23 1.192, H24 1.191, H25 1.172
4 C 2.86 -0.11 0.48  Si2 1.949, C5 1.638, H26 1.193, H27 1.170
5 C 3.75 0.68 -0.65  C4 1.638, C6 1.647, H28 1.192, H29 1.193
6 C 4.39 2.11 -0.15  C5 1.647, F7 1.501, F8 1.511, P9 1.909
7 F 3.31 3.12 0.10  C6 1.501
8 F 5.15 2.65 -1.34  C6 1.511
9 P 5.67 1.97 1.26  C6 1.909, C10 1.908, H30 1.466
10 C 4.87 1.77 2.98  P9 1.908, C11 1.639, H31 1.194, H32 1.189
11 C 3.52 2.66 3.23  C10 1.639, O12 1.339, Br13 2.036
12 O 3.43 3.98 3.02  C11 1.339
13 Br 1.81 1.75 3.86  C11 2.036
14 C 0.13 1.62 0.17  Si2 1.932, C15 1.663, C19 1.673
15 C 0.35 2.79 -0.98  C14 1.663, C16 1.639, H33 1.179
16 C -0.41 4.24 -0.84  C15 1.639, C17 1.641, H34 1.193
17 C -1.43 4.56 0.40  C16 1.641, C18 1.646, H35 1.190
18 C -1.69 3.44 1.58  C17 1.646, C19 1.664, H36 1.193
19 C -0.89 1.99 1.45  C14 1.673, C18 1.664, H37 1.176
20 H 0.36 -2.44 1.22  C1 1.193
21 H -0.94 -1.06 1.71  C1 1.170
22 H 0.81 -1.10 2.49  C1 1.183
23 H 0.42 -2.21 -1.39  C3 1.192
24 H -0.50 -0.66 -1.94  C3 1.191
25 H 1.37 -0.83 -2.40  C3 1.172
26 H 3.19 -1.25 0.50  C4 1.193
27 H 2.97 0.29 1.57  C4 1.170
28 H 4.56 -0.03 -1.16  C5 1.192
29 H 3.00 0.96 -1.54  C5 1.193
30 H 6.36 3.26 1.27  P9 1.466
31 H 5.68 2.14 3.77  C10 1.194
32 H 4.63 0.65 3.29  C10 1.189
33 H 1.09 2.51 -1.86  C15 1.179
34 H -0.20 5.06 -1.68  C16 1.193
35 H -2.02 5.58 0.51  C17 1.190
36 H -2.39 3.63 2.53  C18 1.193
37 H -1.00 1.14 2.26  C19 1.176
38 C -2.88 -3.44 -0.59  C39 1.526, H45 1.095, H46 1.095, H47 1.094
39 C -1.93 -4.61 -0.40  C38 1.526, N40 1.466, H48 1.099, H49 1.092
40 N -2.02 -5.26 0.91  C39 1.466, C41 1.468, C43 1.464
41 C -0.93 -6.21 1.17  N40 1.468, C42 1.525, H50 1.097, H51 1.097
42 C -0.85 -7.45 0.28  C41 1.525, H52 1.091, H53 1.096, H54 1.093
43 C -3.35 -5.73 1.31  N40 1.464, C44 1.524, H55 1.097, H56 1.099
44 C -4.05 -6.74 0.40  C43 1.524, H57 1.093, H58 1.096, H59 1.092
45 H -2.74 -2.68 0.19  C38 1.095
46 H -2.70 -2.96 -1.55  C38 1.095
47 H -3.93 -3.76 -0.58  C38 1.094
48 H -0.91 -4.22 -0.52  C39 1.099
49 H -2.09 -5.33 -1.21  C39 1.092
50 H -0.97 -6.53 2.22  C41 1.097
51 H 0.02 -5.66 1.08  C41 1.097
52 H -1.60 -8.19 0.55  C42 1.091
53 H 0.13 -7.92 0.41  C42 1.096
54 H -0.95 -7.21 -0.78  C42 1.093
55 H -4.01 -4.86 1.41  C43 1.097
56 H -3.31 -6.14 2.32  C43 1.099
57 H -3.95 -6.49 -0.66  C44 1.093
58 H -5.12 -6.77 0.63  C44 1.096
59 H -3.67 -7.75 0.56  C44 1.092
60 C 5.31 6.00 -2.30  C61 1.526, H67 1.095, H68 1.095, H69 1.094
61 C 6.48 5.45 -3.09  C60 1.526, N62 1.466, H70 1.099, H71 1.092
62 N 6.80 6.21 -4.30  C61 1.466, C63 1.468, C65 1.464
63 C 7.75 5.53 -5.19  N62 1.468, C64 1.525, H72 1.097, H73 1.097
64 C 9.17 5.30 -4.65  C63 1.525, H74 1.091, H75 1.096, H76 1.093
65 C 7.05 7.64 -4.12  N62 1.464, C66 1.524, H77 1.097, H78 1.099
66 C 8.17 8.06 -3.18  C65 1.524, H79 1.093, H80 1.096, H81 1.092
67 H 4.41 6.07 -2.92  C60 1.095
68 H 5.08 5.34 -1.46  C60 1.095
69 H 5.52 6.99 -1.88  C60 1.094
70 H 6.22 4.43 -3.38  C61 1.099
71 H 7.35 5.37 -2.43  C61 1.092
72 H 7.82 6.07 -6.14  C63 1.097
73 H 7.33 4.55 -5.45  C63 1.097
74 H 9.76 6.21 -4.67  C64 1.091
75 H 9.68 4.57 -5.30  C64 1.096
76 H 9.17 4.89 -3.64  C64 1.093
77 H 6.12 8.11 -3.77  C65 1.097
78 H 7.22 8.11 -5.10  C65 1.099
79 H 8.19 7.47 -2.26  C66 1.093
80 H 8.05 9.11 -2.90  C66 1.096
81 H 9.15 7.97 -3.66  C66 1.092
82 C -9.54 -1.13 2.72  C83 1.526, H89 1.095, H90 1.095, H91 1.094
83 C -9.14 -2.43 2.03  C82 1.526, N84 1.466, H92 1.099, H93 1.092
84 N -7.72 -2.52 1.68  C83 1.466, C85 1.468, C87 1.464
85 C -7.41 -3.65 0.79  N84 1.468, C86 1.525, H94 1.097, H95 1.097
86 C -7.62 -5.05 1.34  C85 1.525, H96 1.091, H97 1.096, H98 1.093
87 C -6.77 -2.32 2.78  N84 1.464, C88 1.524, H99 1.097, H100 1.099
88 C -6.87 -3.25 3.98  C87 1.524, H101 1.093, H102 1.096, H103 1.092
89 H -9.27 -0.26 2.11  C82 1.095
90 H -10.62 -1.11 2.88  C82 1.095
91 H -9.07 -1.03 3.70  C82 1.094
92 H -9.73 -2.49 1.11  C83 1.099
93 H -9.45 -3.27 2.66  C83 1.092
94 H -6.37 -3.56 0.44  C85 1.097
95 H -8.02 -3.54 -0.11  C85 1.097
96 H -6.83 -5.34 2.04  C86 1.091
97 H -7.60 -5.78 0.52  C86 1.096
98 H -8.59 -5.17 1.84  C86 1.093
99 H -6.88 -1.29 3.14  C87 1.097
100 H -5.75 -2.35 2.39  C87 1.099
101 H -7.90 -3.43 4.29  C88 1.093
102 H -6.33 -2.81 4.83  C88 1.096
103 H -6.39 -4.22 3.77  C88 1.092

SMILES string   C[Si](C)(CCC(F)(F)PCC(=O)Br)c1ccccc1.CCN(CC)CC.CCN(CC)CC.CCN(CC)CC
Orbital gap   7.678 eV
F_max   0.182 Eh/bohr
ΔE to the lowest compared entry with this formula, charge and spin   12.185 eV
Net charge   0
E_tot   -132318.420 eV